No. 1
This record from the OMol25 dataset describes a molecular structure, C2H6NOS at a distorted geometry. The level of theory is the ωB97M-V functional and the def2-TZVPD basis.

The geometry in ORCA input format:
```
! RIJCOSX wB97M-V def2-TZVPD def2/J DEFGRID3
* xyz 1 1
S -1.55221 2.65475 -1.01198
O -1.28579 3.82954 -1.75268
N 0.27580 -0.31350 0.44551
C -0.56803 -0.19899 -0.79535
C -0.28345 1.66166 -1.24372
H -0.39143 -0.97000 -1.59952
H 0.60024 1.75851 -1.86739
H 1.24004 -0.02128 0.31758
H -1.61039 0.10987 -0.52923
H 0.39731 -1.30885 0.83538
H 0.04666 0.45300 1.03891
*
```

The energy above the lowest of the compared OMol25 structures with the same formula, charge and spin is 59.17 kcal per mole. As for the energy: -607.58479 hartree. The HOMO energy comes out at -0.5184 Eh. The calculation puts the LUMO energy at -4.78 eV. The value obtained for the HOMO-LUMO gap is 9.322 eV.

***

No. 2
This record from the OMol25 dataset describes 2 unconnected molecules or ions with the total composition C5H13NO2. The level of theory is the ωB97M-V functional and the def2-TZVPD basis.

The geometry in ORCA input format:
```
! RIJCOSX wB97M-V def2-TZVPD def2/J DEFGRID3
* xyz 0 1
O -0.81890 -1.52274 0.45030
O -2.40817 0.93997 0.36683
N 1.36926 -0.93390 0.84087
C 0.37178 -1.79603 0.50786
C 2.75232 -1.34950 0.88342
C -1.33271 1.25316 -1.81485
C -2.62449 1.21823 -1.01751
C 1.07134 0.44264 1.16857
H -3.11747 2.20921 -1.03632
H 1.38949 0.68239 2.19711
H 3.16956 -1.21661 1.89578
H -1.98245 0.05944 0.42865
H -0.64331 2.00134 -1.38875
H -0.01741 0.60140 1.09105
H 1.57795 1.13328 0.47360
H 0.76497 -2.81718 0.28349
H 3.35866 -0.76256 0.17317
H -3.32822 0.48388 -1.45448
H -1.53838 1.52188 -2.86466
H 2.82452 -2.41571 0.61031
H -0.83836 0.26735 -1.79440
*
```

The energy above the lowest of the compared OMol25 structures with the same formula, charge and spin is 23.65 kcal per mole. As for the energy: -403.53892 hartree. The HOMO energy comes out at -0.3559 Eh. The calculation puts the LUMO energy at 0.72 eV. The value obtained for the HOMO-LUMO gap is 10.399 eV. As for the structure (SMILES): CN(C)C=O.CCO.

***

No. 3
This record from the OMol25 dataset describes a single C10H11NO3 molecule at a distorted geometry. The level of theory is the ωB97M-V functional and the def2-TZVPD basis.

The geometry in ORCA input format:
```
! RIJCOSX wB97M-V def2-TZVPD def2/J DEFGRID3
* xyz 0 1
O -0.54852 -1.20153 -1.80039
O 2.72553 2.39187 -1.24918
O 3.32169 1.42133 1.99662
N 3.34878 1.55985 -0.23307
C 1.21469 1.46724 1.05898
C -0.74805 0.14024 0.24840
C -1.25897 -0.74469 -0.68793
C 0.62255 0.67559 0.13749
C 2.65002 1.58692 0.97028
C 0.26991 -2.25005 -1.48115
C -3.34949 -0.81701 0.46977
C -1.52195 0.57062 1.31802
C -2.80639 0.02127 1.46529
C -2.55859 -1.30743 -0.56102
H 0.72806 -2.50181 -2.43117
H -4.34052 -1.18498 0.33990
H 1.07448 -2.04688 -0.74517
H 1.08167 0.21090 -0.79499
H 0.75016 1.64614 2.05869
H -1.13423 1.37419 1.98768
H -0.31087 -3.01709 -0.94155
H 2.77024 1.90600 -2.15555
H 4.34352 1.88582 -0.10405
H -3.38126 0.22214 2.35705
H -2.94246 -2.00863 -1.22295
*
```

The energy above the lowest of the compared OMol25 structures with the same formula, charge and spin is 101.65 kcal per mole. As for the energy: -668.00954 hartree. The HOMO energy comes out at -0.3259 Eh. The calculation puts the LUMO energy at -0.05 eV. The value obtained for the HOMO-LUMO gap is 8.819 eV. As for the structure (SMILES): COc1ccccc1/C=C/C(=O)NO.

***

No. 4
This record from the OMol25 dataset describes 5 unconnected molecules or ions with the total composition C25H21BrO16P at a distorted geometry. The level of theory is the ωB97M-V functional and the def2-TZVPD basis.

The geometry in ORCA input format:
```
! RIJCOSX wB97M-V def2-TZVPD def2/J DEFGRID3
* xyz 1 1
Br 2.84436 -0.99289 -2.29894
P 3.89456 0.65900 -3.34757
O -4.18663 -1.30204 5.38252
O -2.40088 -1.87725 3.42358
O -0.10492 -1.42545 -1.31878
O 7.04096 -2.30498 -3.39618
O -8.56895 1.97798 4.71209
O -3.80128 -2.67626 1.26094
O 8.73107 -2.27905 -8.39895
O -0.07806 1.90876 0.64370
O 10.41458 -3.21644 -6.52398
O -2.62632 4.33708 3.73816
O -7.90415 0.97497 7.10744
O 5.33938 -1.46497 -5.24962
O -4.75320 3.83428 2.18160
O -4.80979 -0.22732 2.99149
O -2.18674 1.47958 -0.95932
O 1.33133 -0.70357 0.86410
C -5.25679 -0.50224 5.27834
C -3.54889 2.64689 0.54601
C -1.27261 3.15305 2.24891
C 6.57316 -1.86603 -5.63566
C -1.13766 2.38583 1.01514
C 0.08086 -1.17236 1.01099
C 9.20140 -2.79107 -6.16579
C 3.66262 2.19366 -2.31256
C -2.56627 -2.19942 1.10841
C 8.31729 -2.29334 -7.26204
C -7.18370 0.66643 6.18064
C -6.02396 -0.21036 6.33247
C 7.46286 -2.33563 -4.53939
C -3.69108 3.39704 1.79449
C -2.00129 -2.09244 -0.09849
C -0.65103 -1.56228 -0.23366
C -2.46584 3.62981 2.61657
C 8.79729 -2.80702 -4.89099
C -0.48073 -1.27732 2.21571
C -1.84363 -1.78517 2.34990
C -7.48776 1.19786 4.81838
C -6.71975 0.90995 3.76422
C -5.54841 0.05186 3.92051
C 6.96756 -1.84132 -6.90627
C -2.35649 2.17503 0.17996
H -0.38023 3.31148 2.83808
H -3.57298 4.55877 3.77352
H 4.66109 2.52765 -2.01527
H -3.98353 -2.64088 2.21472
H 10.46054 -3.10069 -7.48863
H -2.51466 -2.38425 -1.00371
H 6.32714 -1.49916 -7.70780
H -4.43842 2.49695 -0.04972
H 0.03598 -0.99150 3.12144
H -3.80100 -1.35421 4.48259
H 3.37582 0.88773 -4.64638
H -8.94097 2.02856 5.60926
H 5.33205 -1.60723 -4.28859
H -6.92998 1.29151 2.77481
H 9.42840 -3.16084 -4.08808
H 5.28040 0.40035 -3.52394
H -1.24335 1.25404 -0.98636
H 3.17929 2.93567 -2.95645
H 1.50823 -0.71153 -0.08591
H 3.03611 1.98687 -1.44104
H -5.82238 -0.60213 7.31937
*
```

As for the energy: -5084.18335 hartree. The HOMO energy comes out at -0.4011 Eh. The calculation puts the LUMO energy at -5.02 eV. The value obtained for the HOMO-LUMO gap is 5.895 eV.

***

No. 5
This record from the OMol25 dataset describes a molecular structure, C5H8IN at a distorted geometry. The level of theory is the ωB97M-V functional and the def2-TZVPD basis.

The geometry in ORCA input format:
```
! RIJCOSX wB97M-V def2-TZVPD def2/J DEFGRID3
* xyz 0 1
I -2.20935 -1.82774 -0.85209
N -0.82772 -1.28043 0.48108
C -0.21506 0.85726 -1.18429
C -1.17520 1.35879 1.17234
C 0.45005 -1.71054 0.26562
C -0.32024 1.89660 2.04436
C -0.62485 0.84641 -0.00788
H 0.65748 1.83414 1.55689
H -0.27720 1.74249 -1.86650
H 1.15322 -1.04495 0.83702
H 0.30619 -0.04534 -1.59785
H 0.78778 -1.56364 -0.75399
H 0.81562 -2.74276 0.51768
H -2.15751 1.15664 1.44678
H -0.44937 2.41413 2.99610
*
```

The energy above the lowest of the compared OMol25 structures with the same formula, charge and spin is 106.22 kcal per mole. As for the energy: -547.55366 hartree. The HOMO energy (spin up / spin down) comes out at -0.2911 / -0.2910 Eh. The calculation puts the LUMO energy (spin up / spin down) at -0.43 / -0.43 eV. The value obtained for the HOMO-LUMO gap (spin up / spin down) is 7.494 / 7.490 eV.

***

> Which of these has the lowest energy?

C25H21BrO16P